ORCA calculation (wB97M-V/def2-TZVPD) on a 4-piece molecular cluster, H8O4 overall in a non-equilibrium geometry.

The LUMO energy is 0.45 eV. The largest force on an atom is 0.049 hartree/bohr. As for the SMILES: O.O.O.O. The value obtained for the energy relative to the best compared isomer or geometry (same formula, charge and spin) is 19.77 kcal/mol. The value obtained for the electronic energy is -8319.819 eV.

Each line ends with the Löwdin charge.
Geometry (Å):
O: -0.299 -0.971 -0.198  -0.040
H: -0.828 -1.763 -0.219  0.068
H: -0.721 -0.242 0.231  -0.002
O: -0.685 1.528 0.926  -0.003
H: 0.232 1.619 0.800  0.027
H: -0.630 1.618 1.861  0.048
O: 1.764 -0.839 1.731  -0.065
H: 1.213 -0.991 0.981  -0.043
H: 2.501 -0.388 1.267  0.052
O: -0.778 0.239 -2.816  -0.073
H: -1.536 0.526 -2.315  0.017
H: -0.233 -0.335 -2.246  0.013